1.
Here is a 2-piece molecular cluster, C4H12S2 overall from the Open Molecules 2025 dataset. Energies are from the ωB97M-V functional and the def2-TZVPD basis.

Computed properties:
energy above the lowest of the compared OMol25 structures with the same formula, charge and spin	5.98	kcal per mole
gap between HOMO and LUMO	9.9015	eV
lowest unoccupied orbital energy	0.854	eV
SMILES	CCS.CCS
E_HOMO	-9.048	eV

Geometry as ORCA input:
```
! wB97M-V def2-TZVPD RIJCOSX def2/J DEFGRID3
* xyz 0 1
C -1.364 -0.359 -3.246
C -1.498 -1.230 -2.007
S 0.103 -1.793 -1.358
H -0.848 -0.891 -4.044
H -0.766 0.538 -3.101
H -2.352 -0.030 -3.591
H -2.013 -0.698 -1.214
H -2.099 -2.098 -2.263
H 0.551 -0.558 -1.090
C 1.786 1.339 3.259
C 1.394 0.859 1.874
S -0.291 1.376 1.389
H 1.356 0.679 4.009
H 1.328 2.302 3.473
H 2.865 1.433 3.404
H 2.077 1.192 1.095
H 1.432 -0.227 1.799
H -0.745 0.142 1.135
*
```

2.
Here is a single C4H12S2Si molecule from the Open Molecules 2025 dataset. Energies are from the ωB97M-V functional and the def2-TZVPD basis.

Computed properties:
energy above the lowest of the compared OMol25 structures with the same formula, charge and spin	0.00	kcal per mole
gap between HOMO and LUMO	9.7398	eV
lowest unoccupied orbital energy	0.582	eV
SMILES	CC[Si](S)(S)CC
E_HOMO	-9.158	eV

Geometry as ORCA input:
```
! wB97M-V def2-TZVPD RIJCOSX def2/J DEFGRID3
* xyz 0 1
C -1.411 -1.750 0.754
C -0.134 -1.124 1.313
Si 0.903 -0.235 -0.006
S 2.054 -1.625 -1.217
S 2.491 0.952 1.334
C -0.021 0.963 -1.160
C -0.681 2.125 -0.423
H -2.112 -0.977 0.444
H -1.189 -2.377 -0.107
H -1.889 -2.366 1.509
H 0.481 -1.903 1.767
H -0.387 -0.426 2.109
H 1.284 -1.537 -2.293
H 3.268 1.260 0.311
H 0.669 1.365 -1.904
H -0.783 0.405 -1.711
H -1.428 1.769 0.281
H 0.062 2.692 0.128
H -1.176 2.789 -1.129
*
```

3.
Here is C4H13AgAlNO as an isolated structure from the Open Molecules 2025 dataset. Energies are from the ωB97M-V functional and the def2-TZVPD basis.

Computed properties:
gap between HOMO and LUMO	3.9726	eV
lowest unoccupied orbital energy	-3.502	eV
E_HOMO	-7.475	eV

Geometry as ORCA input:
```
! wB97M-V def2-TZVPD RIJCOSX def2/J DEFGRID3
* xyz 0 1
C -1.795 -1.055 0.830
C -1.089 -0.843 -0.526
C 0.394 -1.331 -0.467
C 1.363 -0.365 0.270
N 1.705 0.793 -0.541
Al 0.564 2.300 -0.226
O 0.412 3.324 -1.782
H -2.811 -1.454 0.629
H -1.940 -0.118 1.396
H -1.231 -1.817 1.442
H -1.154 0.190 -0.907
H -1.604 -1.496 -1.266
H 0.386 -2.335 0.062
H 0.740 -1.548 -1.498
H 0.998 -0.109 1.314
H 2.300 -0.952 0.439
H 2.658 1.039 -0.288
H -0.903 1.908 0.274
H 1.225 3.278 0.874
H -0.390 3.073 -2.238
Ag 0.021 -2.620 2.331
*
```

| no. | largest force on an atom (eV Å⁻¹) | electronic energy (Ha) |
| --- | --- | --- |
| 1 | 0.6 | -955.954931 |
| 2 | 2.3 | -1245.533241 |
| 3 | 2.5 | -679.477411 |